Density functional theory data (wB97M-V/def2-TZVPD) for C48H66BrNO8Sr as an isolated structure in a non-equilibrium geometry.

Positions of all 125 atoms, in Å:
Sr 2.131 -2.012 0.037
C 1.090 -4.547 -2.039
O 1.156 -3.524 -1.098
C 0.116 -2.638 -1.249
C -1.040 -2.818 -0.506
C -1.078 -3.728 0.689
C -1.318 -2.807 1.858
C -2.588 -2.661 2.377
C -2.875 -1.730 3.364
C -1.823 -0.916 3.779
C -0.551 -1.005 3.254
C 0.508 -0.021 3.683
C 0.477 1.191 2.778
C -0.645 2.004 2.726
C -0.740 3.104 1.879
C 0.290 3.301 0.967
C 1.432 2.512 0.992
C 2.555 2.742 0.022
C 2.355 2.079 -1.324
C 2.732 2.777 -2.455
C 2.748 2.210 -3.721
C 2.289 0.898 -3.829
C 1.892 0.168 -2.732
C 1.495 -1.280 -2.860
C 0.222 -1.585 -2.141
C -0.914 -0.837 -2.425
C -2.136 -1.111 -1.827
C -2.152 -2.056 -0.811
C -3.459 -0.482 -2.245
C -4.400 -1.618 -2.684
C -4.088 0.263 -1.060
C -3.300 0.498 -3.412
C 1.965 0.715 -1.419
O 1.731 -0.014 -0.398
C 3.310 2.929 -4.936
C 4.484 2.121 -5.508
C 2.236 3.073 -6.024
C 3.834 4.329 -4.600
C 1.560 1.510 1.955
O 2.760 0.857 2.077
C 3.515 1.248 3.203
C -1.921 4.059 2.033
C -3.228 3.337 1.686
C -1.976 4.543 3.493
C -1.790 5.292 1.133
C -0.239 -1.988 2.276
O 0.947 -2.165 1.803
C -4.270 -1.533 3.939
C -4.700 -0.075 3.716
C -4.276 -1.839 5.443
C -5.314 -2.426 3.260
H 0.710 -4.190 -3.004
H 2.093 -4.940 -2.197
H 0.425 -5.363 -1.705
H -1.885 -4.467 0.601
H -0.129 -4.253 0.816
H -3.358 -3.319 1.992
H -2.006 -0.171 4.545
H 0.316 0.279 4.719
H 1.482 -0.505 3.605
H -1.471 1.764 3.378
H 0.250 4.081 0.219
H 2.691 3.819 -0.124
H 3.473 2.326 0.449
H 3.071 3.794 -2.320
H 2.274 0.415 -4.801
H 1.368 -1.545 -3.919
H 2.310 -1.901 -2.498
H -0.809 -0.035 -3.142
H -3.045 -2.227 -0.227
H -4.564 -2.317 -1.867
H -5.369 -1.226 -2.994
H -3.971 -2.168 -3.521
H -4.273 -0.408 -0.226
H -3.422 1.048 -0.710
H -5.039 0.710 -1.357
H -2.878 0.001 -4.285
H -4.272 0.906 -3.693
H -2.650 1.325 -3.131
H 4.140 1.172 -5.910
H 4.968 2.682 -6.310
H 5.215 1.917 -4.729
H 1.822 2.102 -6.278
H 1.426 3.711 -5.674
H 2.660 3.513 -6.929
H 4.646 4.272 -3.878
H 4.217 4.806 -5.505
H 3.041 4.957 -4.195
H 2.884 1.384 4.089
H 4.230 0.442 3.357
H 4.044 2.193 3.009
H -3.356 2.447 2.295
H -4.083 3.993 1.852
H -3.222 3.034 0.642
H -2.189 3.719 4.169
H -1.021 4.980 3.783
H -2.756 5.295 3.616
H -1.797 5.006 0.084
H -2.627 5.969 1.305
H -0.868 5.828 1.342
H -4.056 0.608 4.261
H -4.635 0.169 2.657
H -5.727 0.078 4.051
H -3.561 -1.209 5.965
H -5.268 -1.661 5.862
H -4.003 -2.877 5.620
H -5.329 -2.240 2.189
H -5.106 -3.479 3.432
H -6.306 -2.205 3.658
N 3.231 -4.881 0.508
C 4.440 -4.766 -0.302
C 4.124 -3.898 -1.556
O 4.223 -4.435 -2.665
O 3.756 -2.729 -1.318
H 3.457 -5.217 1.440
H 2.593 -5.538 0.072
H 4.839 -5.742 -0.634
H 5.186 -4.230 0.289
O 5.374 0.610 -1.510
H 4.460 0.842 -1.703
H 5.306 -0.113 -0.875
O 2.236 -3.775 3.856
H 3.118 -3.390 3.784
H 1.726 -3.255 3.212
Br 4.217 -1.868 1.847

Energy relative to the best compared isomer or geometry (same formula, charge and spin)   85.3 kcal per mole
DFT total energy   -139602.7625 eV
HOMO level   -2.2370 eV
Net charge   -2